[1]
78
Properties=species:S:1:pos:R:3 method="wB97M-V/def2-TZVPD" e_homo_ev=-4.6 spin_multiplicity=1 total_charge=-1 gap_ev=6.481 e_tot_ev=-64449.8787
C 2.10793 -2.85664 -0.61190
O 1.34452 -3.84386 -1.34665
C 1.44430 -3.66424 -2.77539
C 0.47903 -2.46870 -3.34735
C -0.73935 -2.34414 -2.31317
C -2.01225 -1.52554 -2.88789
C -3.03000 -1.32221 -1.66592
C -2.69219 0.19752 -1.18288
O -2.21770 0.45048 -0.00989
O -2.90447 1.31419 -1.99930
O -2.74801 -2.08641 -0.46231
C -3.90407 -2.13968 0.39210
O -4.01890 -2.64250 1.52157
O -4.94755 -1.51170 -0.41657
C -4.57924 -1.67792 -1.81833
N -5.09584 -0.68142 -2.78062
S -5.10867 -3.30848 -2.56234
C -5.44782 -4.65412 -1.33910
O -4.17576 -3.86785 -3.60773
O -6.43641 -3.03596 -3.27579
H 2.54181 -2.02345 -1.27388
H 2.89049 -3.39683 0.02300
H 1.37383 -2.33726 0.12022
H 2.52868 -3.52231 -3.11494
H 1.03408 -4.63185 -3.26067
H 1.12963 -1.53048 -3.43228
H 0.18252 -2.77646 -4.40667
H -1.10249 -3.38631 -2.02328
H -0.34662 -1.73286 -1.41538
H -1.59686 -0.48996 -3.19603
H -2.46658 -1.97379 -3.83271
H -6.09251 -0.50572 -2.59326
H -4.93366 -0.97444 -3.75569
H -4.69716 -5.51290 -1.46042
H -5.41863 -4.33659 -0.24309
H -6.52222 -5.03477 -1.53303
O -0.45066 4.67095 5.14523
C -1.10152 4.12039 4.27794
O -0.49149 3.64292 3.18434
C -1.13705 2.82098 2.19180
C -1.86469 3.66996 1.17076
C -2.59752 4.04651 4.37253
H -1.78408 2.07687 2.66100
H -0.34150 2.26411 1.69233
H -2.66294 4.25814 1.63059
H -2.30374 3.04146 0.39098
H -1.17704 4.38051 0.70599
H -3.02659 4.98254 4.01420
H -2.87132 3.90415 5.42084
H -3.03272 3.20995 3.82831
O 3.97645 -5.02466 -1.52749
C 4.84335 -5.55048 -2.18751
O 4.86687 -5.38026 -3.52409
C 5.94238 -5.80514 -4.37257
C 5.78575 -7.26113 -4.76174
C 5.84545 -6.46734 -1.54745
H 6.91100 -5.59233 -3.91396
H 5.88502 -5.18546 -5.27076
H 5.82182 -7.91738 -3.88964
H 6.57689 -7.56233 -5.45288
H 4.81803 -7.42522 -5.24045
H 5.40805 -7.46064 -1.44295
H 6.08838 -6.07633 -0.55676
H 6.78919 -6.53552 -2.08700
O 0.65020 11.13461 3.86454
C 1.15248 10.24412 4.51619
O 1.49891 9.08981 3.92147
C 2.25904 8.05023 4.55877
C 1.36106 7.13358 5.36426
C 1.31203 10.37849 6.00290
H 3.07569 8.47009 5.15176
H 2.72666 7.47770 3.75414
H 0.85985 7.67003 6.17325
H 1.93753 6.31422 5.79937
H 0.57800 6.71470 4.73169
H 0.37123 10.12067 6.48973
H 1.56150 11.41742 6.23146
H 2.11813 9.77430 6.41641

=====

[2]
82
Properties=species:S:1:pos:R:3 method="wB97M-V/def2-TZVPD" e_homo_ev=-5.9 de_lowest_ev=0.0000 spin_multiplicity=1 total_charge=-1 gap_ev=8.031 e_tot_ev=-81428.9060
N 1.27502 0.36402 0.26786
O 2.47592 0.38877 0.64151
O 0.93991 -0.12880 -0.81521
O 0.40570 0.89833 1.01559
O 2.44147 -3.03217 0.27621
C 2.00977 -3.10323 1.38448
O 2.36687 -4.07588 2.24113
C 1.66528 -4.01232 3.48414
C 0.47462 -3.14153 3.17056
C 0.90041 -2.26637 1.99869
H 2.24680 -3.64875 4.33044
H 1.31996 -5.02213 3.71519
H 0.31793 -2.46473 4.01527
H -0.44290 -3.69398 2.98253
H 1.21047 -1.25004 2.23636
H 0.11892 -2.17121 1.24439
O -1.53040 6.81797 -0.55467
C -0.97820 5.78167 -0.26696
O -0.96187 4.72488 -1.05535
C -0.46006 3.56300 -0.31591
C 0.51536 4.19853 0.66109
C -0.11628 5.55423 0.98117
H 0.07369 2.87002 -0.96358
H -1.34384 3.05000 0.05699
H 1.47657 4.31548 0.16441
H 0.63364 3.50403 1.49447
H 0.62588 6.34693 1.03575
H -0.71405 5.56809 1.89094
O 1.11673 -2.63866 -2.70473
C 0.00819 -2.53824 -3.11078
O -0.41043 -2.87283 -4.36251
C -1.82895 -2.69900 -4.45701
C -2.34885 -2.50377 -3.02723
C -1.13203 -1.90285 -2.34811
H -2.31925 -3.53078 -4.96228
H -1.99118 -1.79709 -5.05204
H -2.80683 -3.34853 -2.51144
H -3.17428 -1.78149 -3.02470
H -0.96494 -2.23015 -1.32494
H -0.99307 -0.83062 -2.48259
O 1.75682 0.22004 -3.72180
C 1.28833 0.84636 -4.61738
O 0.59971 0.25219 -5.61664
C 0.47851 1.16284 -6.70985
C 1.56959 2.19705 -6.50281
C 1.51708 2.31276 -4.96273
H -0.52780 1.58592 -6.59699
H 0.55293 0.68382 -7.68571
H 1.36089 3.13189 -7.02129
H 2.52876 1.82172 -6.86161
H 0.68819 2.97932 -4.72554
H 2.43350 2.66189 -4.49814
O 4.27086 -0.27912 5.80196
S 3.39191 -0.29106 4.67040
O 2.18480 -1.05921 4.67602
O 3.04108 1.23783 4.35685
C 1.87234 1.58006 3.56916
C 1.71428 3.08499 3.70369
C 4.29589 -0.69752 3.14302
H 1.04140 1.04222 4.02782
H 1.96597 1.26723 2.52580
H 1.40645 3.30350 4.72674
H 0.90728 3.41177 3.04661
H 2.64067 3.59978 3.46187
H 4.32660 -1.77077 2.98140
H 5.22687 -0.14349 3.14612
H 3.62201 -0.30282 2.37391
O -2.98521 -2.87194 2.94620
S -4.29621 -2.44069 2.51109
O -5.33561 -2.03304 3.40289
O -4.13905 -1.21593 1.44112
C -2.86304 -1.03696 0.77049
C -2.87030 0.34984 0.14294
C -4.95727 -3.65762 1.32594
H -2.79971 -1.78055 -0.02326
H -2.03391 -1.06210 1.47292
H -1.85744 0.72864 0.00789
H -3.34400 1.04572 0.84292
H -3.48063 0.38208 -0.76001
H -5.26913 -4.55130 1.85675
H -4.20689 -3.78491 0.55130
H -5.81824 -3.17121 0.87081

=====

[3]
87
Properties=species:S:1:pos:R:3 method="wB97M-V/def2-TZVPD" e_homo_ev="-10.6 / -11.1" de_lowest_ev=0.5849 s_squared=2.030 spin_multiplicity=3 total_charge=+1 gap_ev="7.123 / 8.221" e_tot_ev=-114121.7854
Mo -0.06272 -0.97720 0.49675
F 0.11482 -5.53318 3.85914
C -0.62831 -4.44224 3.83555
F -1.69979 -4.64027 3.08810
F -1.00815 -4.13756 5.07124
S 0.38952 -3.00861 3.16342
O -0.53918 -2.38571 2.19465
O 0.79565 -2.22730 4.27919
N 1.62261 -3.61474 2.39436
S 1.33240 -3.98250 0.86828
O 0.30737 -4.94765 0.65603
O 1.28501 -2.76668 0.03570
C 2.94664 -4.76209 0.42080
F 3.16481 -5.80426 1.20184
F 3.94189 -3.89518 0.55251
F 2.86896 -5.14958 -0.84695
C -0.80022 -1.77351 -3.63464
N -2.05992 -1.34913 -3.05638
C -3.04092 -0.64709 -3.70921
C -4.05339 -0.49134 -2.82332
N -3.69503 -1.09348 -1.64261
B -4.73747 -1.03641 -0.45466
N -4.17316 -1.54834 0.91041
C -4.84634 -2.43128 1.71273
C -4.30023 -2.37743 2.95319
N -3.28662 -1.45377 2.89940
C -2.50821 -1.00650 4.04195
C -3.22123 -0.97282 1.64980
S -2.12746 0.23073 1.04497
C -2.48195 -1.61460 -1.79909
S -1.55712 -2.59361 -0.70804
H -0.69725 -1.28828 -4.60116
H -0.78302 -2.85446 -3.75974
H 0.02477 -1.48140 -2.98386
H -2.93539 -0.33188 -4.72840
H -4.99930 0.00316 -2.92655
H -5.67101 -1.73393 -0.74289
H -5.03765 0.12199 -0.32836
H -5.66364 -3.01207 1.33378
H -4.53534 -2.90577 3.85626
H -2.34844 -1.85074 4.70929
H -3.04448 -0.21795 4.56854
H -1.54844 -0.63009 3.69774
O 2.77730 -1.00680 1.81484
H 2.80064 -1.74294 2.44134
H 3.48490 -1.20150 1.18866
C 3.72569 2.74486 -1.68367
C 3.06251 1.68716 -0.78895
C 3.29295 0.29271 -1.40188
C 3.76682 1.72130 0.57713
P 1.23636 2.00223 -0.55875
N 0.58783 0.59266 -0.00424
C 0.90591 3.32333 0.70802
C -0.57556 3.72793 0.66306
C 1.18719 2.78527 2.12311
C 1.74305 4.58368 0.45237
C 0.36340 2.31911 -2.18050
C 0.86443 1.30444 -3.22156
C 0.56718 3.73882 -2.72183
C -1.14477 2.04655 -2.02825
H 4.79400 2.52361 -1.70505
H 3.61408 3.75523 -1.29736
H 3.37380 2.72414 -2.70929
H 4.31195 -0.00894 -1.15719
H 3.21099 0.29648 -2.48425
H 2.61229 -0.46439 -1.00840
H 4.79609 1.40282 0.41056
H 3.32243 1.03988 1.29933
H 3.80979 2.72080 0.99834
H -1.24829 2.88540 0.79907
H -0.84210 4.26100 -0.24549
H -0.73951 4.40961 1.49750
H 0.75157 1.79631 2.28793
H 0.72022 3.47256 2.82763
H 2.24492 2.74265 2.35773
H 1.59304 4.99728 -0.54075
H 2.80635 4.43045 0.60965
H 1.41650 5.33954 1.16788
H 1.88038 1.48989 -3.55400
H 0.21743 1.39235 -4.09530
H 0.79350 0.27745 -2.86067
H 1.61193 4.01098 -2.83744
H 0.08077 4.49343 -2.10796
H 0.10865 3.78615 -3.71089
H -1.34800 1.03418 -1.66501
H -1.58538 2.13699 -3.02248
H -1.65627 2.75010 -1.38276